# 1
This record from the Open Molecules 2025 dataset describes a 7-piece molecular cluster, C31H31Cl3N6 overall. The level of theory is wB97M-V/def2-TZVPD.

```
71
Properties=species:S:1:pos:R:3:forces:R:3
N 3.503 0.839 0.712 -0.529 -0.922 0.264
C 4.180 -0.208 1.187 1.518 0.760 -0.466
C 5.550 -0.351 0.916 -1.158 -0.719 0.306
C 6.158 0.539 0.066 1.195 0.440 -0.083
C 5.442 1.562 -0.520 -0.868 0.035 0.572
C 4.106 1.662 -0.138 -0.053 0.374 0.037
H 3.738 -0.926 1.866 -0.529 0.190 -0.008
H 6.062 -1.185 1.379 0.260 0.137 -0.074
H 7.237 0.527 -0.061 -0.084 -0.290 -0.181
H 5.890 2.321 -1.143 0.058 -0.105 -0.124
H 3.473 2.481 -0.460 0.158 0.044 -0.216
N 0.544 3.150 3.371 0.679 0.855 -0.269
C 1.554 2.281 3.393 0.106 0.039 0.598
C 2.451 2.169 4.466 -0.172 0.492 -1.331
C 2.368 3.106 5.478 -0.256 -1.494 0.861
C 1.316 3.998 5.470 0.451 0.945 -0.065
C 0.507 4.067 4.356 -0.625 -1.126 -0.133
H 1.725 1.667 2.515 -0.393 -0.180 0.007
H 3.215 1.410 4.363 0.162 0.103 0.387
H 2.989 2.964 6.356 0.128 0.400 -0.064
H 1.174 4.707 6.277 0.068 0.006 -0.030
H -0.266 4.822 4.289 -0.154 -0.045 -0.028
N -3.699 3.792 2.879 -1.102 -0.258 -0.633
C -2.796 3.347 2.013 1.274 -0.016 0.163
C -3.053 2.633 0.840 -1.486 0.356 0.104
C -4.394 2.508 0.490 0.516 -0.161 0.123
C -5.370 3.054 1.318 -0.226 -0.707 0.000
C -4.991 3.602 2.524 0.850 0.498 0.128
H -1.774 3.574 2.302 0.102 -0.254 -0.100
H -2.346 2.172 0.168 0.562 0.302 0.327
H -4.603 1.933 -0.404 -0.435 0.206 -0.041
H -6.426 2.937 1.109 0.018 0.067 -0.151
H -5.733 3.954 3.228 -0.052 0.013 0.062
N -1.210 -1.016 -1.737 0.961 -0.323 0.092
C -1.930 -0.627 -0.701 -1.016 0.361 -0.303
C -1.474 -0.466 0.596 0.574 -0.088 0.270
C -0.145 -0.749 0.801 0.857 -0.609 -0.219
C 0.642 -1.250 -0.247 -0.248 0.859 0.735
C 0.087 -1.325 -1.508 -0.774 -0.169 0.149
H -2.962 -0.380 -0.946 -0.017 -0.058 0.117
H -2.072 -0.129 1.431 -0.300 0.086 -0.251
H 0.356 -0.627 1.754 -0.315 0.079 0.137
H 1.674 -1.433 0.017 0.114 -0.237 -0.590
H 0.645 -1.674 -2.364 0.073 0.080 -0.116
N -0.357 0.930 -4.813 0.369 0.036 0.620
C 0.903 1.270 -5.103 -0.681 -0.915 -0.655
C 1.783 0.333 -5.645 -0.008 1.088 0.236
C 1.353 -0.958 -5.850 0.650 -0.524 -0.161
C 0.089 -1.360 -5.460 0.453 0.879 0.250
C -0.704 -0.352 -4.910 -0.474 -0.415 -0.109
H 1.152 2.312 -4.954 0.192 0.026 -0.018
H 2.788 0.642 -5.893 0.021 -0.116 -0.080
H 2.079 -1.655 -6.260 -0.224 -0.123 -0.056
H -0.198 -2.397 -5.542 -0.315 0.047 0.053
H -1.676 -0.601 -4.498 -0.082 0.054 -0.176
N -6.278 -5.370 0.925 -0.173 -0.446 0.814
C -5.871 -4.261 0.340 0.444 0.126 -1.369
C -4.528 -3.907 0.207 0.670 0.080 0.453
C -3.568 -4.723 0.779 -0.391 -0.518 0.275
C -3.986 -5.910 1.375 -0.149 0.553 0.666
C -5.354 -6.154 1.487 0.712 0.240 -0.259
H -6.635 -3.693 -0.185 -0.015 0.167 0.289
H -4.119 -3.016 -0.253 -0.737 0.217 -0.165
H -2.533 -4.411 0.834 0.055 -0.119 -0.291
H -3.281 -6.530 1.914 -0.021 -0.161 -0.166
H -5.664 -6.994 2.096 -0.365 -0.107 -0.261
C 4.724 -1.738 -3.611 -0.256 0.230 1.029
Cl 3.130 -2.390 -3.187 -0.024 0.183 -0.028
Cl 4.690 0.025 -3.842 0.013 -0.399 -0.221
Cl 5.388 -2.647 -4.927 0.291 0.079 -0.490
H 5.329 -1.879 -2.723 0.155 -0.126 -0.144
```
Forces are in eV/Å.

Output
- E_LUMO (eV) = 0.4
- ΔE to the lowest compared entry with this formula, charge and spin (kcal per mole) = 0.0
- SMILES = ClC(Cl)Cl.c1ccncc1.c1ccncc1.c1ccncc1.c1ccncc1.c1ccncc1.c1ccncc1
- calculated total energy (eV) = -79155.599
- frontier orbital gap (eV) = 9.7

# 2
This record from the Open Molecules 2025 dataset describes C31H31I2N5OSTi as an isolated structure. The level of theory is wB97M-V/def2-TZVPD.

```
72
Properties=species:S:1:pos:R:3:forces:R:3
Ti 0.140 0.255 -0.038 0.356 0.656 -0.570
C -3.352 -0.176 0.273 0.106 0.100 0.046
N -1.992 -0.647 -0.008 -0.480 -0.444 -0.037
C -1.964 -1.904 -0.314 -0.018 -0.007 -0.042
C -0.812 -2.445 -0.909 -0.053 -0.092 0.027
C -0.528 -3.693 -1.459 0.089 0.103 -0.076
C 0.685 -3.532 -2.138 -0.023 -0.030 -0.033
C 1.069 -2.205 -1.965 -0.087 0.129 -0.026
N 0.165 -1.534 -1.221 0.229 -0.258 0.351
C -4.069 0.302 -0.974 -0.044 0.011 0.017
C -3.602 0.035 -2.254 0.042 0.028 0.030
C -4.309 0.480 -3.364 -0.009 0.004 -0.022
C -5.488 1.189 -3.208 -0.009 0.006 -0.020
C -5.958 1.463 -1.930 -0.013 0.008 0.013
C -5.249 1.026 -0.824 0.037 -0.047 0.024
H -3.328 0.636 0.997 0.040 -0.002 0.008
H -3.928 -1.000 0.714 0.000 0.010 -0.008
H -2.849 -2.531 -0.190 -0.008 0.016 -0.011
H -1.142 -4.578 -1.398 -0.021 -0.004 -0.005
H 1.220 -4.273 -2.710 -0.001 -0.010 0.001
H 1.933 -1.695 -2.363 0.017 -0.029 0.000
H -2.661 -0.480 -2.399 -0.004 -0.010 -0.001
H -3.924 0.281 -4.356 0.010 -0.003 0.001
H -6.033 1.539 -4.075 -0.005 0.001 -0.002
H -6.871 2.030 -1.797 -0.001 0.001 0.006
H -5.603 1.261 0.174 -0.021 0.005 0.005
S 4.651 -0.740 -0.417 -0.149 -0.048 0.101
C 3.911 -2.240 0.080 -0.109 0.103 0.008
C 4.468 -3.509 0.158 0.030 -0.043 -0.005
C 3.681 -4.537 0.643 0.060 -0.005 -0.021
C 2.367 -4.302 1.052 -0.044 0.023 0.010
C 1.808 -3.043 0.964 0.015 0.007 -0.001
C 2.581 -2.005 0.449 0.138 -0.207 0.143
N 2.183 -0.686 0.316 -0.037 0.054 -0.121
C 3.167 0.085 -0.060 0.012 -0.243 0.097
C 2.979 1.510 0.026 0.056 -0.032 -0.095
C 4.060 2.379 -0.084 -0.151 0.072 0.160
C 3.885 3.704 0.269 0.018 0.041 -0.004
C 2.642 4.098 0.743 0.023 0.014 -0.010
C 1.561 3.221 0.775 -0.120 0.000 -0.133
C 1.662 1.889 0.367 0.257 0.252 -0.228
H 5.492 -3.687 -0.143 0.007 0.000 -0.004
H 4.091 -5.536 0.715 0.015 0.001 -0.003
H 1.776 -5.125 1.431 -0.021 0.011 0.007
H 0.781 -2.859 1.251 0.005 -0.006 0.000
H 5.029 2.023 -0.414 0.007 -0.039 0.016
H 4.701 4.410 0.200 0.004 -0.001 0.001
H 2.496 5.120 1.073 -0.009 0.004 0.000
H 0.612 3.618 1.105 0.012 -0.018 -0.004
C -2.083 -1.241 3.247 -0.001 -0.031 -0.042
N -0.972 -0.597 3.914 -0.053 -0.042 0.019
C -0.961 -0.695 5.364 0.032 -0.014 0.035
C -0.281 0.525 5.943 0.016 -0.027 -0.037
C 1.111 0.591 5.360 -0.007 -0.008 0.044
N 1.092 0.450 3.905 0.038 0.059 0.038
C 2.325 0.851 3.235 -0.013 0.020 -0.029
C 0.050 -0.050 3.217 -0.168 0.221 0.059
O -0.006 -0.007 1.954 0.253 -0.399 0.372
H -3.025 -0.802 3.580 -0.003 0.008 -0.017
H -2.092 -2.311 3.478 -0.004 0.009 0.017
H -1.977 -1.110 2.181 -0.042 -0.009 -0.057
H -0.451 -1.612 5.682 -0.006 0.001 0.006
H -1.997 -0.767 5.693 0.000 0.018 -0.008
H -0.229 0.467 7.029 0.007 -0.016 0.002
H -0.847 1.419 5.675 -0.003 0.004 -0.007
H 1.743 -0.194 5.790 0.000 0.009 0.009
H 1.578 1.550 5.589 -0.010 -0.001 -0.006
H 2.178 1.732 2.615 0.039 -0.092 0.108
H 2.706 0.036 2.625 -0.001 -0.009 -0.081
H 3.060 1.074 4.004 -0.004 -0.027 0.024
I 0.851 1.155 -2.546 -0.139 0.109 -0.163
I -1.505 2.468 0.012 -0.081 0.136 0.121
```
Forces are in eV/Å.

Output
- E_LUMO (eV) = -0.4
- ΔE to the lowest compared entry with this formula, charge and spin (kcal per mole) = 21.1
- calculated total energy (eV) = -92303.998
- frontier orbital gap (eV) = 6.8

# 3
This record from the Open Molecules 2025 dataset describes C31H31N5OPPtS as an isolated structure. The level of theory is wB97M-V/def2-TZVPD.

```
71
Properties=species:S:1:pos:R:3:forces:R:3
Pt 0.127 -0.121 -0.053 0.434 -0.528 0.419
N -0.406 -3.334 2.891 0.003 0.053 0.089
C -0.346 -2.215 2.150 -0.047 -0.173 -0.772
S -0.753 -2.391 0.464 -0.192 0.918 -0.120
N 0.033 -1.110 2.737 -0.019 -0.148 1.008
N 0.061 -0.017 1.969 0.969 0.277 -1.127
C 0.316 1.126 2.529 -0.455 -0.454 0.246
C 0.327 2.340 1.751 0.328 0.615 -0.432
C 0.408 3.603 2.343 0.112 -0.331 0.204
C 0.434 4.725 1.542 -0.014 0.070 -0.210
C 0.380 4.574 0.160 0.068 0.051 0.156
C 0.300 3.295 -0.355 0.129 0.010 -0.117
N 0.277 2.213 0.413 -0.860 -0.233 0.077
H -0.827 -4.150 2.487 0.032 -0.072 0.054
H -0.292 -3.280 3.889 0.005 0.045 -0.010
H 0.500 1.146 3.595 -0.234 -0.005 0.053
H 0.445 3.682 3.422 0.042 0.018 -0.014
H 0.497 5.711 1.981 -0.016 -0.010 0.023
H 0.394 5.431 -0.498 -0.019 -0.019 -0.015
H 0.264 3.118 -1.425 -0.049 0.010 0.019
C -2.825 0.485 -0.860 0.066 0.261 -0.028
C -2.433 0.680 -2.322 -0.054 -0.205 0.156
C -3.668 0.474 -3.202 0.191 0.044 -0.075
C -1.332 -0.301 -2.747 -0.163 0.119 -0.144
C -0.998 -0.211 -4.240 -0.208 0.091 0.114
O 0.438 -0.219 -4.285 0.198 -0.012 -0.020
C 0.904 -0.072 -3.044 -0.393 -0.010 0.148
N -0.005 -0.056 -2.128 0.140 -0.422 0.664
C 2.372 0.033 -2.956 0.423 -0.016 -0.125
C 3.039 0.087 -4.191 -0.225 0.004 0.000
C 4.415 0.148 -4.275 0.040 0.031 0.045
C 5.173 0.161 -3.115 0.018 -0.001 -0.015
C 4.536 0.102 -1.890 -0.041 0.038 -0.125
C 3.146 0.041 -1.785 0.241 -0.002 0.119
P 2.510 -0.111 -0.086 0.015 -0.054 -0.092
C 3.273 -1.646 0.512 0.033 0.055 0.048
C 2.654 -2.840 0.145 0.092 0.105 -0.043
C 3.148 -4.052 0.598 0.050 -0.029 0.013
C 4.265 -4.077 1.422 0.009 -0.073 -0.001
C 4.902 -2.896 1.768 0.049 0.054 -0.008
C 4.414 -1.680 1.312 0.024 -0.089 -0.080
C 3.294 1.232 0.835 0.098 -0.009 -0.055
C 3.445 1.124 2.220 -0.087 0.035 -0.041
C 3.969 2.181 2.949 -0.048 0.038 0.066
C 4.317 3.363 2.314 0.033 0.005 -0.030
C 4.135 3.489 0.943 -0.005 0.081 0.011
C 3.624 2.434 0.206 -0.066 -0.054 0.058
H -3.499 1.280 -0.536 -0.035 -0.031 -0.021
H -1.934 0.497 -0.212 -0.687 0.121 -0.081
H -3.324 -0.476 -0.723 0.039 -0.024 0.060
H -2.052 1.699 -2.460 0.051 -0.013 -0.062
H -4.023 -0.555 -3.117 -0.041 0.007 0.016
H -3.468 0.680 -4.254 -0.078 0.008 -0.007
H -4.469 1.138 -2.879 -0.024 -0.022 -0.011
H -1.646 -1.312 -2.465 0.053 0.013 0.018
H -1.341 0.728 -4.678 0.080 -0.005 0.002
H -1.370 -1.042 -4.832 0.055 -0.010 -0.003
H 2.451 0.075 -5.095 0.051 -0.006 -0.033
H 4.893 0.181 -5.245 -0.013 0.014 -0.005
H 6.253 0.210 -3.166 -0.002 -0.016 0.012
H 5.130 0.102 -0.984 -0.001 -0.018 0.002
H 1.789 -2.809 -0.500 -0.099 -0.071 0.041
H 2.662 -4.977 0.318 -0.017 0.020 -0.031
H 4.647 -5.023 1.784 -0.006 0.006 0.006
H 5.786 -2.915 2.392 -0.005 -0.018 0.000
H 4.932 -0.768 1.576 -0.007 -0.029 0.012
H 3.164 0.208 2.726 0.007 0.008 0.019
H 4.106 2.082 4.019 -0.010 -0.020 -0.009
H 4.738 4.181 2.883 -0.017 0.003 0.000
H 4.401 4.413 0.445 -0.008 -0.007 -0.002
H 3.473 2.543 -0.861 0.072 0.015 -0.011
```
Forces are in eV/Å.

Output
- E_LUMO (alpha / beta) (eV) = -3.2 / -3.2
- calculated total energy (eV) = -65514.973
- net charge = +1
- frontier orbital gap (alpha / beta) (eV) = 6.1 / 6.1